Computed, not measured: a molecular structure, C2H4LiOZn, with ωB97M-V with the def2-TZVPD basis set.

The expectation value of S² is 0.7616. The total energy comes out at -1940.57158 Ha. As for the strongest force on any atom: 4.1 eV/A. The LUMO energy (alpha / beta) comes out at -1.119 / -1.146 eV. For the highest occupied orbital energy (alpha / beta), the calculation gives -5.87 / -6.57 eV. As for the spin multiplicity: 2.

Geometry as XYZ:
```
9
C2H4LiOZn | the Open Molecules 2025 dataset | ωB97M-V with the def2-TZVPD basis set
H -2.390 1.615 0.622
H -2.627 1.008 -1.167
H -0.959 1.756 -0.457
H -1.727 -0.642 1.337
C -1.692 1.062 -0.024
Zn 1.931 0.194 0.565
O 0.097 -0.512 0.356
C -1.173 -0.130 0.537
Li 0.622 -2.380 -0.262
```